Record 1
57
Properties=species:S:1:pos:R:3:mulliken_charge:R:1 method="wB97M-V/def2-TZVPD" energy_ha=-4287.513315 charge=+1 multiplicity=3 largest_force_ev_per_a=5.6 homo_energy_ev="-11.2 / -11.4"
C -0.4604 3.2761 2.3129 -0.442
C -0.4504 2.9443 0.9211 -0.120
C -1.7529 2.4278 0.5815 -0.349
H 0.3743 3.1589 0.2513 0.425
C -2.5433 2.4070 1.7783 -0.660
C -1.7564 2.9385 2.8362 -0.295
H -2.1216 3.2378 3.8049 0.532
H 0.3126 3.8238 2.8412 0.522
H -2.1345 2.2019 -0.4143 0.537
H -3.5873 2.1354 1.8901 0.474
Mo -0.8216 1.0807 2.0531 -0.198
Cl -2.4449 -0.6485 1.7939 -0.342
P -0.2445 -0.3661 -0.9925 0.835
C -1.4513 -0.2772 -2.3933 0.148
C -1.1102 -0.0135 -3.7361 -0.026
H -0.0782 0.2207 -4.0115 0.296
C -2.0830 -0.0778 -4.7364 -0.617
H -1.7957 0.1404 -5.7703 0.404
C -3.4000 -0.4102 -4.4244 -0.496
H -4.1540 -0.4549 -5.2130 0.389
C -3.7508 -0.6732 -3.0950 -0.638
H -4.7805 -0.9334 -2.8418 0.409
C -2.7955 -0.6041 -2.0810 -0.168
H -3.0676 -0.8257 -1.0487 0.314
C 1.2286 0.3198 -1.8824 0.051
C 1.2908 1.7331 -1.9752 -0.358
H 0.4836 2.3435 -1.5694 0.632
C 2.3611 2.3425 -2.6232 -0.857
H 2.4149 3.4309 -2.6430 0.424
C 3.3486 1.5694 -3.2419 -0.541
H 4.1828 2.0522 -3.7492 0.389
C 3.2657 0.1803 -3.2013 -0.689
H 4.0215 -0.4369 -3.6924 0.419
C 2.2201 -0.4515 -2.5214 -0.069
H 2.1645 -1.5443 -2.5115 0.316
C 0.1817 -2.1625 -1.1190 0.212
C -0.2628 -3.0305 -2.1391 -0.176
H -0.9076 -2.6620 -2.9421 0.264
C 0.1526 -4.3653 -2.1429 -0.731
H -0.1951 -5.0189 -2.9479 0.417
C 0.9831 -4.8601 -1.1384 -0.486
H 1.2685 -5.9119 -1.1331 0.397
C 1.4470 -3.9993 -0.1395 -0.866
H 2.1007 -4.3690 0.6535 0.425
C 1.0827 -2.6593 -0.1491 -0.127
H 1.4989 -1.9818 0.5900 0.428
Cl -0.1789 3.4285 5.4178 -0.180
C 0.3499 1.7939 5.3647 0.671
C 0.2276 0.9829 4.2361 -0.403
C 0.8489 -0.2582 4.2668 1.074
Cl 0.9062 -1.1273 2.7513 -0.107
C 1.4479 -0.7952 5.4247 -0.117
Cl 2.0711 -2.3809 5.4476 -0.171
C 1.5322 0.0137 6.5847 0.248
Cl 2.2884 -0.5684 8.0015 -0.141
C 1.0075 1.3228 6.5347 -0.132
Cl 1.2652 2.3610 7.8823 -0.152

---

Record 2
61
Properties=species:S:1:pos:R:3:mulliken_charge:R:1 method="wB97M-V/def2-TZVPD" energy_ha=-11224.747998 charge=-1 multiplicity=2 largest_force_ev_per_a=0.8 homo_energy_ev="-4.1 / -4.2"
Cu -1.4219 -1.9823 -1.0119 -0.653
I 2.0730 -2.0807 -1.7871 0.053
C 3.0735 -0.2950 -1.2720 -0.343
C 4.4135 -0.4832 -1.0704 -0.634
C 5.2894 0.5960 -0.8545 -0.790
C 4.7959 1.8608 -0.8733 -0.865
C 3.4112 2.0997 -1.0471 1.088
C 2.9660 3.4400 -1.0522 -0.812
C 1.6469 3.7360 -1.1994 -1.145
C 0.7228 2.6880 -1.3129 -0.153
C 1.0910 1.3629 -1.3104 0.699
P -0.3656 0.1852 -1.3333 1.535
C -1.3338 0.9809 0.0262 0.734
C -0.9590 0.5816 1.3118 -1.193
C -1.6844 0.9805 2.4233 -0.412
C -2.8008 1.7921 2.2678 -0.668
C -3.1545 2.2353 1.0024 -0.903
C -2.4251 1.8358 -0.1113 0.003
C -1.1615 0.7461 -2.8923 1.012
C -2.5429 0.6277 -3.0653 -1.166
C -3.1314 0.9065 -4.2902 -1.154
C -2.3465 1.2755 -5.3740 -0.545
C -0.9710 1.3652 -5.2236 -0.663
C -0.3830 1.1059 -3.9928 -0.734
C 2.4823 1.0166 -1.2149 0.776
H 4.8114 -1.4892 -1.0987 0.407
H 6.3457 0.4103 -0.7051 0.385
H 5.4515 2.7165 -0.7526 0.336
H 3.7034 4.2257 -0.9334 0.355
H 1.2990 4.7618 -1.2103 0.419
H -0.3268 2.9343 -1.3995 0.295
H -0.1006 -0.0661 1.4316 0.619
H -1.3921 0.6394 3.4105 0.455
H -3.3933 2.0776 3.1288 0.381
H -4.0118 2.8855 0.8738 0.391
H -2.7181 2.1953 -1.0898 0.521
H -3.1621 0.2884 -2.2444 0.957
H -4.2044 0.8064 -4.3991 0.400
H -2.8033 1.4703 -6.3367 0.375
H -0.3498 1.6240 -6.0727 0.406
H 0.6940 1.1736 -3.8905 0.373
Se -3.4127 -2.4909 -2.1846 -0.103
Se -4.0653 -4.5617 -1.4416 -0.257
Te -1.9285 -5.8916 -1.2869 0.097
Se -0.3067 -4.7247 -2.5977 -0.407
O -1.8601 -3.8958 1.4605 -0.607
C -0.9686 -3.0591 1.5624 0.312
O -0.4344 -2.3582 0.6371 -0.442
C -0.4445 -2.7521 2.9556 0.328
C -1.2199 -3.0997 4.0563 -0.629
C -0.8414 -2.7198 5.3390 -0.474
C 0.3168 -1.9875 5.5354 -0.566
C 1.0869 -1.6566 4.4313 0.137
C 0.7240 -2.0327 3.1482 -0.278
N 2.2979 -0.8506 4.6266 1.069
O 2.6482 -0.6105 5.7670 -0.659
O 2.8909 -0.4604 3.6446 -0.604
H -2.1270 -3.6622 3.8774 0.465
H -1.4606 -2.9847 6.1869 0.387
H 0.6222 -1.6599 6.5179 0.486
H 1.3568 -1.7722 2.3102 0.603

---

Record 3
76
Properties=species:S:1:pos:R:3:mulliken_charge:R:1 method="wB97M-V/def2-TZVPD" energy_ha=-5741.931576 charge=+2 multiplicity=1 e_above_lowest_kcal_mol=22.7 largest_force_ev_per_a=1.6 homo_energy_ev=-14.0
Ta 0.8022 -0.6734 -1.3235 1.931
C 4.8047 2.3447 -3.3464 -0.847
O 4.2078 1.1267 -2.7999 -0.314
C 2.9435 1.0330 -2.6611 0.697
O 2.4962 -0.0756 -2.1909 -0.688
N 2.0933 2.0111 -3.0118 -0.134
N 0.7335 1.7780 -2.7833 -0.436
H 5.8736 2.1673 -3.3136 0.261
H 4.5412 3.1902 -2.7124 0.387
H 4.4750 2.4748 -4.3758 0.387
H 2.3991 2.8835 -3.4275 0.265
H 0.2561 1.6450 -3.6755 0.265
H 0.3455 2.5852 -2.2927 0.301
C -2.6082 1.4738 -4.9353 -0.971
C -3.0582 0.0254 -4.7898 -1.272
C -2.9024 -0.5368 -3.3682 2.323
C -3.3830 -2.0264 -3.3442 -1.239
C -3.4147 -2.7011 -1.9813 -1.141
C -3.7926 0.2440 -2.4040 -0.339
O -4.9121 0.5513 -2.6760 -0.524
N -3.2652 0.5942 -1.1413 0.100
C -1.9973 0.3678 -0.7189 0.078
O -1.5137 0.7526 0.3259 -0.454
N -1.1708 -0.3270 -1.6073 0.737
C -1.4734 -0.5363 -2.9369 -0.363
O -0.4889 -0.7607 -3.6430 -0.721
H -2.7940 1.8313 -5.9457 0.505
H -1.5339 1.5812 -4.7588 0.015
H -3.1482 2.1350 -4.2559 0.321
H -2.4994 -0.6204 -5.4674 0.500
H -4.1137 -0.0584 -5.0452 0.523
H -2.7417 -2.5746 -4.0361 0.454
H -4.3851 -2.0043 -3.7743 0.490
H -2.4300 -2.7615 -1.5126 0.047
H -3.7755 -3.7216 -2.0947 0.591
H -4.0952 -2.2003 -1.2916 0.285
H -3.8807 1.1204 -0.5278 0.343
F -0.8908 0.3470 4.7027 -0.325
C -1.4844 -0.5417 3.9001 0.841
C -0.8286 -0.9399 2.7493 -0.214
C -1.4646 -1.8773 1.9576 -0.237
F -0.8989 -2.3048 0.7812 -0.282
C -2.7029 -2.3982 2.2787 0.166
F -3.2952 -3.2815 1.4801 -0.325
C -3.3353 -1.9753 3.4429 0.678
F -4.5218 -2.4604 3.7567 -0.272
C -2.7263 -1.0367 4.2630 0.181
F -3.3245 -0.6323 5.3681 -0.274
Ge 0.9747 -0.2786 2.5285 -0.019
S 1.9921 -1.0854 0.6498 -0.523
C 2.1385 -1.0245 3.8731 -0.019
C 1.8005 -2.1271 4.6439 0.331
F 0.6038 -2.7139 4.5063 -0.235
C 2.6707 -2.6580 5.5819 -0.047
F 2.3166 -3.7007 6.3143 -0.261
C 3.9262 -2.0893 5.7458 0.636
F 4.7658 -2.5885 6.6322 -0.259
C 4.3061 -0.9997 4.9706 0.091
F 5.5082 -0.4662 5.1159 -0.264
C 3.4112 -0.4975 4.0473 0.476
F 3.8094 0.5326 3.2823 -0.334
C 1.1665 1.6585 2.3836 -0.240
C 1.2090 2.3532 1.1911 -0.532
F 0.9517 1.7381 -0.0181 0.551
C 1.4932 3.6990 1.0934 -0.326
F 1.5215 4.2876 -0.1111 -0.308
C 1.7431 4.4245 2.2462 0.576
F 2.0079 5.7142 2.1755 -0.268
C 1.7038 3.7762 3.4729 0.156
F 1.9403 4.4536 4.5778 -0.255
C 1.4210 2.4182 3.5211 1.228
F 1.4038 1.8450 4.7177 -0.326
C 0.9918 -2.7215 -1.9263 -1.367
H 0.3798 -3.3460 -1.2707 0.314
H 2.0397 -3.0081 -1.8149 0.445
H 0.6823 -2.8323 -2.9657 0.481